Entry 1:
{
  "formula": "C41H38ClMnN2P2",
  "method": "the ωB97M-V functional and the def2-TZVPD basis",
  "elements": ["Mn", "Cl", "P", "P", "N", "N", "C", "C", "C", "C", "C", "C", "C", "C", "C", "C", "C", "C", "C", "C", "C", "C", "C", "C", "C", "C", "C", "C", "C", "C", "C", "C", "C", "C", "C", "C", "C", "C", "C", "C", "C", "C", "C", "C", "C", "C", "C", "H", "H", "H", "H", "H", "H", "H", "H", "H", "H", "H", "H", "H", "H", "H", "H", "H", "H", "H", "H", "H", "H", "H", "H", "H", "H", "H", "H", "H", "H", "H", "H", "H", "H", "H", "H", "H", "H"],
  "positions_angstrom": [[0.04102, -0.02024, -0.33129], [0.36552, -0.07584, -2.69229], [0.01122, 2.29706, -0.51849], [-0.00938, -2.34374, -0.41159], [-0.33328, 0.17966, 5.85001], [-0.11908, 0.04566, 1.67361], [-1.31378, -0.18364, 2.28241], [-2.36528, -2.19894, -1.85829], [1.26182, 4.77066, 2.54261], [-1.18388, -2.93224, -1.67889], [-3.31358, -2.61544, -2.78879], [-1.90388, -4.48464, -3.38909], [3.75632, -3.18044, -1.81929], [-0.91718, 3.12836, 1.97121], [-3.08288, -3.75834, -3.55749], [-1.93268, 4.29036, -0.98069], [3.97392, -4.49204, -1.39479], [1.39282, 2.94726, -1.51769], [-0.95608, -4.07594, -2.45049], [-0.26308, 0.13516, 4.43641], [0.25162, -3.09464, 2.25551], [-0.86858, 3.82536, 3.17411], [3.59722, 3.92446, -2.93289], [-3.07678, 4.81016, -1.58429], [2.56112, -2.53094, -1.51369], [-3.80058, 4.03726, -2.49319], [1.79182, -4.51414, -0.35629], [-2.12978, -4.53984, 2.36941], [3.77682, 2.95376, -1.94529], [1.21632, 3.91766, -2.50919], [0.22272, 4.64816, 3.46351], [-1.50168, 2.98996, -1.28339], [2.31722, 4.40206, -3.21589], [-1.40768, -0.14284, 3.67631], [-3.37608, 2.74296, -2.79719], [1.00402, 0.31636, 2.39131], [-0.12998, -3.71354, 3.44171], [0.95342, 0.36756, 3.78431], [2.67862, 2.46056, -1.24519], [1.56762, -3.19634, -0.78289], [-0.55368, -3.19744, 1.11121], [-1.32358, -4.43694, 3.50191], [1.21402, 4.07646, 1.33241], [2.98982, -5.15784, -0.66259], [-2.23418, 2.21716, -2.19469], [-1.74738, -3.92434, 1.17621], [0.12342, 3.25086, 1.03801], [4.52112, -2.65804, -2.38729], [4.45212, 4.30026, -3.48799], [-4.22598, -2.04124, -2.92389], [-3.40368, 5.81736, -1.34059], [-2.51758, -1.29464, -1.27349], [2.02182, 4.18116, 0.61521], [-2.35928, -0.32664, 4.15831], [0.22042, 4.28446, -2.73759], [0.26162, 5.18936, 4.40451], [4.77042, 2.57066, -1.73079], [1.03342, -5.03184, 0.22331], [-4.69448, 4.44216, -2.95989], [2.17292, 5.14886, -3.99149], [1.17752, -2.52764, 2.21391], [-1.89498, 1.21386, -2.43319], [-3.93718, 2.13726, -3.50349], [-2.37458, -4.01304, 0.29501], [-1.62308, -4.91604, 4.42961], [-1.67898, 3.72116, 3.88981], [4.90872, -4.99354, -1.62989], [3.15502, -6.17714, -0.32489], [3.24202, -0.07684, -4.15889], [-1.37878, 4.89126, -0.26569], [2.63802, -0.08794, -4.59219], [-1.22468, 0.00886, 6.33781], [-1.76518, 2.48566, 1.75141], [2.38282, -1.51344, -1.84719], [1.93892, 0.49186, 1.87601], [-2.18888, -0.39914, 1.68421], [-3.05848, -5.10234, 2.40951], [1.85272, 0.58296, 4.34771], [-1.71698, -5.36814, -3.99319], [0.50702, 0.38176, 6.41201], [-0.03498, -4.63744, -2.32859], [2.80032, 1.68326, -0.49459], [2.11262, 5.41006, 2.76121], [-3.81638, -4.07634, -4.29319], [0.49992, -3.62514, 4.32201]],
  "atomic_forces_ev_per_a": [[0.303, -0.017, -1.541], [-0.300, 0.076, 1.970], [-0.017, 3.166, -0.550], [-0.135, -3.202, -0.388], [0.088, -0.063, -1.850], [0.020, -0.079, -0.745], [1.016, 0.229, 1.886], [0.226, -0.415, -0.212], [-0.181, -0.081, 0.007], [-0.277, 0.355, -0.176], [0.075, 0.068, 0.084], [-0.079, 0.195, 0.135], [-0.072, -0.059, 0.074], [0.231, 0.089, 0.088], [0.217, 0.058, 0.189], [-0.002, -0.078, 0.045], [-0.229, 0.181, 0.027], [0.311, -0.265, -0.082], [0.017, 0.144, 0.080], [-0.227, 0.085, 3.078], [-0.240, -0.079, 0.055], [0.076, -0.088, -0.137], [-0.267, -0.060, 0.114], [0.158, -0.222, -0.031], [-0.003, -0.194, 0.142], [0.222, -0.161, 0.084], [0.007, 0.091, 0.045], [0.171, 0.066, 0.046], [-0.114, -0.085, 0.058], [-0.038, -0.152, 0.096], [0.074, -0.130, -0.220], [-0.376, -0.416, -0.064], [0.098, -0.172, 0.190], [-0.153, -0.059, -1.363], [0.037, 0.060, 0.079], [-1.181, -0.105, 1.697], [-0.030, 0.080, -0.174], [0.385, -0.007, -1.310], [-0.168, 0.214, -0.365], [0.435, 0.396, 0.009], [-0.129, 0.288, 0.373], [0.000, 0.120, -0.236], [-0.088, -0.111, 0.029], [-0.118, 0.240, -0.081], [-0.056, 0.194, 0.139], [0.079, 0.125, 0.036], [0.088, -0.260, 0.408], [-0.123, -0.087, 0.080], [-0.132, -0.065, 0.104], [0.129, -0.103, 0.012], [0.079, -0.165, -0.042], [-0.203, 0.031, -0.045], [-0.084, 0.041, 0.128], [0.023, -0.002, -0.064], [0.137, -0.015, -0.001], [-0.013, -0.066, -0.149], [-0.139, 0.071, -0.034], [0.113, 0.010, -0.066], [0.153, -0.076, 0.070], [0.010, -0.118, 0.136], [-0.004, -0.122, 0.043], [-0.146, 0.116, -0.115], [0.090, 0.104, 0.103], [0.035, -0.023, 0.116], [0.050, 0.054, -0.145], [0.086, 0.057, -0.106], [-0.154, 0.092, 0.032], [-0.051, 0.163, -0.062], [-0.009, 0.011, -0.055], [-0.092, -0.023, -0.104], [0.080, -0.008, 0.022], [0.984, 0.188, -0.526], [-0.012, 0.147, 0.033], [0.163, -0.136, -0.071], [-0.063, 0.011, -0.186], [0.104, -0.025, -0.177], [0.160, 0.074, -0.017], [-0.036, -0.004, -0.062], [-0.022, 0.145, 0.113], [-0.945, -0.224, -0.620], [-0.122, 0.041, -0.056], [0.191, 0.032, 0.012], [-0.145, -0.087, -0.050], [0.113, 0.062, 0.131], [-0.060, -0.055, -0.117]],
  "lowdin_spin": [4.090, -0.032, -0.030, -0.027, 0.012, -0.015, 0.011, 0.003, 0.000, -0.002, 0.001, 0.000, 0.001, -0.003, -0.001, -0.002, -0.001, -0.001, -0.002, 0.009, -0.003, 0.000, -0.002, 0.000, 0.001, -0.002, -0.002, 0.000, 0.000, -0.002, -0.004, -0.002, 0.000, 0.001, 0.001, 0.012, 0.000, 0.000, 0.001, 0.000, -0.004, -0.004, -0.004, 0.000, 0.001, -0.004, -0.004, 0.000, 0.000, 0.000, 0.000, 0.003, 0.000, 0.000, 0.000, 0.000, 0.000, 0.000, 0.000, 0.000, 0.000, 0.001, 0.000, 0.000, 0.000, 0.000, 0.000, 0.000, 0.000, 0.000, -0.001, 0.000, 0.000, 0.001, 0.002, 0.002, 0.000, 0.000, 0.000, 0.000, 0.000, 0.001, 0.000, 0.000, 0.000],
  "total_charge": 2,
  "multiplicity": 5,
  "e_tot_ev": -108522.0121,
  "lumo_energy_ev": [-7.6346, -6.8902],
  "molar_mass_g_mol": 711.1,
  "gap_ev": [6.21, 7.03]
}


Entry 2:
{
  "formula": "C41H38N3OP2Pd",
  "method": "the ωB97M-V functional and the def2-TZVPD basis",
  "elements": ["Pd", "P", "P", "O", "N", "N", "N", "C", "C", "C", "C", "C", "C", "C", "C", "C", "C", "C", "C", "C", "C", "C", "C", "C", "C", "C", "C", "C", "C", "C", "C", "C", "C", "C", "C", "C", "C", "C", "C", "C", "C", "C", "C", "C", "C", "C", "C", "C", "H", "H", "H", "H", "H", "H", "H", "H", "H", "H", "H", "H", "H", "H", "H", "H", "H", "H", "H", "H", "H", "H", "H", "H", "H", "H", "H", "H", "H", "H", "H", "H", "H", "H", "H", "H", "H", "H"],
  "positions_angstrom": [[0.03546, 0.12684, -0.17810], [-2.55905, -1.28896, -0.51606], [0.44803, -1.59031, -1.74488], [1.22290, -0.80927, 1.42160], [0.25202, 1.56321, 1.31631], [0.57548, 1.13658, 2.53354], [-0.96408, 2.23976, -1.06709], [0.40674, -3.14379, -0.75132], [-0.40924, 3.54814, -2.99271], [-0.95280, 2.44194, -2.41007], [1.64109, -2.11599, 3.84854], [4.96020, -0.62049, -2.03071], [-5.22223, -0.53878, 0.10771], [-0.32399, 3.14800, -0.26078], [1.19365, -0.03111, 4.97357], [-1.68214, -3.02633, -4.95871], [-0.03368, -2.15531, -3.41978], [0.08898, 4.55605, -2.16341], [-4.32312, -1.58667, -0.07785], [0.12398, 4.34742, -0.80454], [0.03565, 3.85791, 2.19170], [-3.15938, 2.64827, 0.08093], [2.65634, 0.05366, -2.10853], [4.00450, 0.37457, -2.18032], [2.24368, -1.26131, -1.89560], [-2.98627, 1.57282, 2.25681], [-2.48632, 0.43983, 1.70321], [-1.71038, -2.51462, 0.59983], [4.56227, -1.93404, -1.82213], [-7.03514, -2.09858, 0.37877], [-2.40171, 1.54179, -0.54655], [1.85418, -2.72954, 5.07304], [1.73628, -1.99428, 6.24779], [0.61176, -2.86335, -5.63986], [1.03220, -0.13853, 2.47974], [0.94528, -2.33337, -4.40027], [-0.04860, 2.81332, 1.12174], [-2.23451, 0.32505, 0.30394], [-1.35591, -2.49523, -3.71819], [-4.80655, -2.89615, -0.05400], [3.21300, -2.25231, -1.75764], [-6.15113, -3.15109, 0.17923], [-0.96215, -3.59080, -0.20648], [1.41003, -0.64555, 6.19607], [-3.36975, 2.67329, 1.40826], [1.30701, -0.76528, 3.79424], [-6.56846, -0.79309, 0.33858], [-0.69970, -3.21656, -5.92000], [-2.32088, -0.42681, 2.33261], [-2.13489, -2.33713, -2.98718], [1.97249, -2.05969, -4.20180], [-2.46587, -2.96789, 1.23886], [0.83033, -3.93795, -1.36703], [-0.41240, 3.64428, -4.06927], [1.32433, -0.07394, 7.11123], [4.30988, 1.40047, -2.34586], [5.30473, -2.71392, -1.70883], [-4.13272, -3.73114, -0.22073], [-3.48333, 3.46209, -0.56093], [-6.50920, -4.17295, 0.20363], [0.94229, 1.01869, 4.91997], [-3.89526, 3.51438, 1.84764], [6.01374, -0.37361, -2.07564], [-0.71272, 4.63693, 2.04457], [-2.80784, 1.26516, -1.51608], [1.07844, -2.95481, 0.08892], [-7.25405, 0.03222, 0.49065], [-3.18243, 1.62059, 3.31992], [1.02574, 4.32334, 2.21229], [2.91806, -3.28139, -1.59658], [0.46402, 5.47855, -2.58710], [1.91914, 0.83571, -2.23822], [1.90135, -2.47419, 7.20489], [-0.77484, -4.44366, 0.44806], [-0.99705, -2.00196, 1.24596], [2.11326, -3.77992, 5.11356], [-8.08342, -2.29674, 0.56372], [-0.11828, 3.37857, 3.15490], [-1.43462, 1.66637, -2.99147], [-4.87526, 0.48932, 0.08988], [-0.95595, -3.63504, -6.88529], [1.73671, -2.67195, 2.92522], [-2.71026, -3.28981, -5.17371], [0.56354, 5.07863, -0.13963], [1.38397, -3.00046, -6.38648], [-1.58848, -3.96108, -1.02311]],
  "atomic_forces_ev_per_a": [[0.293, -0.041, -0.350], [-0.296, -0.012, 0.086], [0.531, -0.396, 0.054], [-0.493, 0.056, 0.213], [-0.151, 0.523, -0.015], [0.208, -0.397, -0.086], [0.136, 0.665, -0.225], [-0.257, 0.049, -0.009], [0.105, 0.135, -0.092], [-0.116, -0.301, 0.020], [0.042, -0.030, 0.041], [-0.002, 0.003, 0.001], [-0.016, 0.006, 0.027], [-0.024, -0.050, -0.136], [0.028, 0.024, 0.067], [0.016, 0.028, 0.028], [-0.068, 0.182, -0.030], [-0.028, -0.008, -0.112], [0.023, 0.003, -0.008], [0.154, 0.076, 0.092], [-0.005, -0.027, -0.087], [0.274, 0.036, -0.182], [0.101, -0.041, -0.085], [0.002, -0.021, 0.005], [-0.027, -0.086, 0.013], [-0.055, 0.104, -0.032], [0.087, 0.078, 0.075], [0.136, -0.053, -0.252], [-0.021, -0.002, -0.003], [0.013, -0.025, -0.001], [-0.627, -0.517, 0.561], [-0.006, 0.042, 0.024], [0.015, -0.074, -0.059], [0.009, 0.027, 0.031], [0.063, 0.239, 0.128], [-0.051, 0.012, -0.011], [-0.084, -0.118, 0.257], [-0.067, -0.044, -0.067], [0.019, -0.007, -0.066], [-0.035, 0.002, -0.007], [-0.004, -0.031, 0.025], [0.038, 0.029, -0.013], [0.043, 0.147, -0.032], [0.001, -0.006, -0.018], [-0.017, -0.089, 0.202], [0.006, -0.007, -0.016], [0.026, 0.012, -0.017], [0.007, 0.003, 0.001], [0.032, -0.024, -0.019], [0.002, -0.007, 0.029], [-0.001, -0.024, -0.008], [-0.003, -0.064, 0.034], [0.022, -0.067, 0.025], [-0.017, 0.001, 0.038], [0.002, -0.005, -0.021], [-0.020, -0.032, -0.001], [-0.024, 0.017, 0.002], [-0.027, 0.022, 0.018], [0.006, -0.053, 0.048], [0.016, 0.029, -0.003], [-0.010, -0.027, 0.006], [0.026, -0.044, -0.017], [-0.041, -0.008, -0.002], [0.027, -0.019, -0.018], [0.167, 0.052, -0.161], [0.029, 0.038, 0.016], [0.037, -0.028, -0.002], [-0.008, 0.026, -0.040], [-0.026, -0.034, 0.018], [0.050, 0.011, -0.001], [0.003, -0.021, 0.018], [-0.096, 0.086, 0.023], [-0.001, 0.015, -0.040], [-0.006, -0.055, -0.010], [-0.003, 0.055, 0.077], [-0.007, 0.028, 0.005], [0.034, 0.006, -0.009], [-0.017, 0.006, 0.022], [-0.038, 0.020, -0.018], [-0.025, -0.026, 0.013], [0.006, 0.016, 0.028], [-0.014, 0.003, 0.013], [0.022, 0.005, 0.016], [-0.008, -0.018, -0.030], [-0.019, 0.007, 0.021], [0.002, 0.017, -0.006]],
  "lowdin_spin": [0.948, 0.021, 0.043, 0.102, 0.069, 0.015, 0.098, 0.000, 0.000, 0.028, 0.000, 0.002, 0.004, 0.031, 0.001, 0.000, 0.012, 0.023, 0.013, 0.000, 0.003, 0.074, 0.011, 0.001, 0.013, 0.125, -0.016, 0.000, 0.002, 0.000, 0.073, 0.000, 0.000, 0.000, 0.008, 0.004, 0.009, 0.228, 0.003, 0.001, 0.002, 0.000, 0.001, 0.000, 0.014, 0.004, 0.000, 0.003, -0.002, 0.000, 0.000, 0.000, 0.000, 0.000, 0.000, 0.000, 0.000, 0.000, 0.004, 0.000, 0.000, -0.001, 0.000, 0.001, 0.006, 0.000, 0.000, 0.007, 0.000, 0.000, 0.001, 0.004, 0.000, 0.000, -0.001, 0.000, 0.000, 0.001, 0.001, 0.003, 0.000, 0.000, 0.000, 0.000, 0.000, 0.000],
  "total_charge": 1,
  "multiplicity": 3,
  "e_tot_ev": -71701.3055,
  "lumo_energy_ev": [-3.9757, -4.3578],
  "molar_mass_g_mol": 757.1,
  "gap_ev": [5.94, 6.08]
}